50
Properties=species:S:1:pos:R:3:forces:R:3:mulliken_charge:R:1 method="wB97M-V/def2-TZVPD" gap_ev=4.71 homo_ev=-1.260 e_tot_ha=-5052.81839 total_charge=-2
Ca 0.638 0.708 0.349 0.33 0.16 0.53 0.8952
Cl 3.080 1.716 3.263 -0.05 0.05 0.10 -0.2166
C 3.899 0.935 1.933 0.02 -0.03 -0.13 0.7214
C 3.151 0.617 0.811 0.23 -0.08 0.00 -1.4616
C 3.861 -0.004 -0.196 0.10 0.05 0.13 1.2858
Cl 2.966 -0.446 -1.647 -0.09 -0.06 -0.13 -0.2631
C 5.219 -0.307 -0.145 -0.05 0.08 0.13 -0.6096
Cl 6.036 -1.090 -1.455 0.04 -0.05 -0.09 -0.2252
C 5.926 0.040 1.004 -0.06 0.01 -0.02 0.7999
Cl 7.618 -0.306 1.122 0.05 -0.01 0.00 -0.2377
C 5.261 0.669 2.057 -0.03 -0.02 -0.07 -0.5399
Cl 6.146 1.102 3.484 0.02 0.01 0.04 -0.2195
S -0.029 -1.593 1.682 0.06 -0.05 -0.20 -0.5271
C -0.676 -0.978 3.196 -0.08 0.01 0.19 0.2396
C -0.774 -1.894 4.257 -0.02 0.09 -0.01 -0.6081
C -1.273 -1.551 5.502 0.00 -0.05 0.02 -0.4646
C -1.697 -0.247 5.728 -0.01 0.04 0.00 -0.4990
C -1.609 0.676 4.699 0.03 -0.08 -0.01 -0.6093
C -1.109 0.355 3.427 -0.03 -0.10 0.18 0.5318
S -1.097 1.648 2.236 0.01 0.16 -0.19 -0.5846
H -0.437 -2.906 4.071 0.00 0.00 -0.01 0.3457
H -1.326 -2.296 6.289 0.00 0.01 0.00 0.3062
H -2.089 0.052 6.694 0.00 -0.01 0.00 0.3031
H -1.932 1.698 4.861 0.00 0.01 0.00 0.3191
O -1.640 1.370 -3.286 0.08 -0.04 -0.07 -0.7613
C -1.298 0.499 -2.475 -0.30 0.25 0.13 0.1415
O -0.520 0.657 -1.491 -0.22 -0.20 -0.64 -0.0926
C -1.918 -0.885 -2.643 0.06 -0.08 -0.05 -0.2669
C -1.694 -1.899 -1.720 -0.05 0.06 0.04 -0.0835
C -2.263 -3.150 -1.898 -0.10 -0.06 -0.07 -0.5483
C -3.058 -3.368 -3.014 0.08 0.26 0.06 0.2378
C -3.310 -2.365 -3.944 -0.02 -0.11 0.05 -0.4798
C -2.736 -1.125 -3.745 0.07 0.02 -0.04 -0.2937
N -3.656 -4.684 -3.221 -0.08 -0.62 -0.19 0.9832
O -3.381 -5.582 -2.436 -0.16 0.42 -0.28 -0.6204
O -4.390 -4.844 -4.193 0.24 0.11 0.42 -0.6416
H -1.110 -1.700 -0.831 0.06 -0.01 0.06 0.2572
H -2.106 -3.939 -1.178 0.02 -0.01 0.01 0.4901
H -3.943 -2.572 -4.793 0.00 0.00 -0.01 0.4499
H -2.898 -0.312 -4.439 -0.02 0.00 0.00 0.4573
C 0.473 3.836 -2.993 0.05 -0.03 -0.03 -1.1370
C 0.542 3.488 -1.532 0.02 0.12 -0.10 1.0701
C -0.684 3.782 -0.715 -0.01 -0.03 0.07 -1.0241
O 1.532 2.967 -1.057 -0.17 -0.16 0.20 -0.5833
H 0.107 4.853 -3.139 -0.01 0.02 0.01 0.3848
H -0.248 3.146 -3.443 -0.02 -0.01 0.01 0.1897
H 1.451 3.708 -3.454 -0.01 0.00 0.01 0.2906
H -1.060 4.784 -0.929 0.01 0.01 0.00 0.4730
H -0.487 3.671 0.351 0.01 0.00 -0.02 0.1995
H -1.458 3.067 -1.007 -0.01 -0.01 -0.03 0.2260